{
  "formula": "C4H8NOS",
  "method": "ωB97M-V/def2-TZVPD",
  "species": ["C", "C", "C", "C", "N", "O", "S", "H", "H", "H", "H", "H", "H", "H", "H"],
  "xyz": [[-1.5094, -1.0457, -0.9022], [-1.5731, -1.5701, 0.3515], [0.7113, -0.1681, 0.0499], [0.8213, 1.0480, 0.8833], [-0.2386, -0.1593, -1.0377], [-0.7533, -1.2990, 1.2781], [1.9997, -1.2154, -0.2004], [-2.2800, -0.7218, -1.5874], [-2.4224, -2.2636, 0.3871], [1.3516, 1.8556, 0.4296], [1.2141, 0.7459, 1.7848], [-0.1869, 1.6290, 1.1411], [0.3707, -0.4396, -1.8814], [-0.6002, 0.7762, -1.4107], [2.6656, -1.0949, 1.0344]],
  "forces_ev_per_angstrom": [[1.05, 0.52, 0.25], [-0.54, 0.57, -1.34], [-2.20, 0.58, 1.63], [-3.77, 1.52, -0.28], [0.50, 0.69, -3.56], [1.41, 0.28, -0.79], [0.95, -0.80, 0.87], [0.06, -0.56, -0.05], [0.07, -0.02, 1.03], [1.10, 0.17, -0.57], [1.18, -0.25, 2.13], [1.63, -1.90, -0.66], [-1.48, -0.18, 1.02], [0.84, -0.86, 1.53], [-0.82, 0.23, -1.22]],
  "largest_force_ev_per_a": 4.079,
  "total_charge": 1,
  "homo_ev": -12.91,
  "energy_ev": -18639.65968,
  "relative_energy_kcal_mol": 82.7,
  "e_lumo_ev": -5.62
}

=====

{
  "formula": "C4H8NOS",
  "method": "ωB97M-V/def2-TZVPD",
  "species": ["C", "C", "C", "C", "N", "O", "S", "H", "H", "H", "H", "H", "H", "H", "H"],
  "xyz": [[0.9274, 0.2552, -0.2083], [-0.8749, 1.8056, 0.5158], [-0.0321, -2.0339, -0.1967], [-0.3677, 0.8155, -0.5791], [1.0406, -1.0389, 0.0337], [2.1967, -1.4573, 0.4463], [2.3009, 1.1066, 0.3956], [-1.2534, 1.1731, 1.3198], [-0.1832, 2.4799, 0.9309], [-1.7171, 2.3775, 0.1736], [-0.8921, -1.7669, 0.4971], [0.3516, -3.1168, 0.0092], [-0.2150, -1.7456, -1.2848], [-0.3236, 1.1503, -1.5957], [-0.9582, -0.0043, -0.4574]],
  "forces_ev_per_angstrom": [[1.84, 1.69, 1.75], [-0.89, -1.19, -0.47], [-0.12, -0.19, -0.50], [1.25, 2.18, 1.02], [2.26, -2.65, 1.05], [-1.51, 0.69, -0.40], [-0.93, -0.49, -0.93], [0.08, 0.15, 0.18], [1.17, 0.77, 0.23], [-0.34, 0.18, -0.41], [0.93, -0.56, -1.05], [-0.55, 2.30, -0.60], [-0.66, -1.50, 1.28], [-0.26, 0.50, -0.58], [-2.27, -1.87, -0.58]],
  "largest_force_ev_per_a": 3.640,
  "spin_multiplicity": 3,
  "total_charge": 1,
  "homo_ev": [-15.10, -15.53],
  "energy_ev": -18638.68864,
  "relative_energy_kcal_mol": 19.8,
  "e_lumo_ev": [-4.80, -7.62]
}

=====

{
  "formula": "C4H8NS",
  "method": "ωB97M-V/def2-TZVPD",
  "species": ["C", "C", "S", "C", "C", "N", "H", "H", "H", "H", "H", "H", "H", "H"],
  "xyz": [[0.8487, 0.0612, -1.7466], [-0.2607, 1.1497, -1.9080], [-1.3878, 1.4217, -0.3733], [-0.8737, 0.3767, 0.7652], [0.0194, -0.0299, 1.8088], [-0.1849, -1.2039, 2.6297], [0.4987, -0.9879, -1.3661], [1.2534, -0.0592, -2.7317], [1.5787, 0.6484, -1.0077], [-0.9896, 0.8824, -2.6611], [0.2471, 2.1380, -1.9432], [0.7089, -1.4158, 3.0653], [-0.6237, -2.0865, 2.0742], [-0.8344, -0.8949, 3.3944]],
  "forces_ev_per_angstrom": [[-0.43, 1.15, 2.67], [0.30, -0.95, 1.34], [0.60, -0.70, -0.11], [5.12, -1.42, 5.08], [-4.96, 2.78, -5.88], [-1.95, -1.78, -0.97], [0.60, 2.17, -0.51], [0.62, -0.06, -0.37], [-1.02, -2.18, -1.58], [0.05, 0.54, -0.40], [-0.76, -0.59, -0.60], [0.05, -0.52, 0.07], [1.32, 2.23, 1.85], [0.47, -0.66, -0.61]],
  "largest_force_ev_per_a": 8.174,
  "total_charge": 1,
  "homo_ev": [-13.44, -13.44],
  "energy_ev": -16591.52112,
  "relative_energy_kcal_mol": 89.6,
  "e_lumo_ev": [-4.98, -4.98]
}

=====

{
  "formula": "C4H8NS",
  "method": "ωB97M-V/def2-TZVPD",
  "species": ["C", "N", "C", "C", "C", "S", "H", "H", "H", "H", "H", "H", "H", "H"],
  "xyz": [[0.7051, 0.1545, 1.0782], [0.5036, -0.0712, -0.3780], [0.5064, -1.5237, -0.7125], [-0.7120, 0.4026, -0.9766], [-1.3348, 1.5909, -1.3865], [-2.6639, 2.4114, -1.9908], [0.3895, 1.1278, 1.3111], [0.0591, -0.4897, 1.6697], [1.6873, -0.1994, 1.4048], [1.3348, 0.3033, -0.8048], [1.3290, -2.0834, -0.2839], [-0.4340, -1.9201, -0.3792], [0.5640, -1.8235, -1.7885], [-2.2462, 1.9976, -3.2748]],
  "forces_ev_per_angstrom": [[-0.62, -1.70, 0.98], [0.27, -1.05, -0.95], [0.20, -2.00, -0.95], [-4.03, 8.32, -1.95], [3.61, -7.92, 2.98], [1.30, -0.72, -1.41], [0.33, 1.50, 0.26], [-0.52, -0.21, -0.43], [0.18, 0.76, -0.54], [0.33, 0.70, -0.64], [0.23, 0.39, 0.64], [-0.32, -0.17, 0.43], [-0.11, 1.32, 0.57], [-0.84, 0.78, 1.00]],
  "largest_force_ev_per_a": 9.448,
  "total_charge": 1,
  "homo_ev": [-13.49, -13.49],
  "energy_ev": -16591.65316,
  "relative_energy_kcal_mol": 86.6,
  "e_lumo_ev": [-4.49, -4.49]
}

=====

{
  "formula": "C4H8O",
  "method": "ωB97M-V/def2-TZVPD",
  "species": ["C", "C", "C", "C", "O", "H", "H", "H", "H", "H", "H", "H", "H"],
  "xyz": [[0.0735, -1.1266, 0.7906], [-0.4835, -0.1663, -0.1808], [0.2105, -0.0442, -1.5267], [-0.4378, 0.9897, 0.7271], [0.5811, 1.4546, 1.4730], [1.0936, -1.4929, 0.6292], [1.1737, 0.6913, 1.5730], [-0.4969, -1.5602, 1.5979], [-1.5601, -0.3331, -0.3224], [-0.2579, 0.7350, -2.1371], [0.1457, -1.0049, -2.0482], [1.2675, 0.2078, -1.3912], [-1.3095, 1.6498, 0.8159]],
  "forces_ev_per_angstrom": [[0.36, -1.03, -0.34], [-0.09, 0.04, 0.31], [0.14, -0.08, -0.04], [-1.50, 1.22, -0.05], [0.83, -0.41, -0.17], [-0.22, 0.25, 0.30], [0.22, 0.40, 0.11], [-0.17, 0.05, -0.18], [0.14, -0.07, -0.06], [0.10, -0.13, 0.07], [0.05, 0.14, -0.02], [-0.10, -0.03, -0.05], [0.24, -0.36, 0.12]],
  "largest_force_ev_per_a": 1.935,
  "total_charge": 0,
  "homo_ev": [-7.80, -6.90],
  "energy_ev": -6321.35633,
  "relative_energy_kcal_mol": 87.9,
  "e_lumo_ev": [0.93, 0.24]
}

=====

{
  "formula": "C4H8O",
  "method": "ωB97M-V/def2-TZVPD",
  "species": ["C", "C", "C", "C", "O", "H", "H", "H", "H", "H", "H", "H", "H"],
  "xyz": [[0.5490, -0.5913, 1.4255], [-0.1821, -0.5661, 0.1191], [-1.1818, 1.0679, -0.4936], [0.6567, -0.6480, -1.0736], [0.4925, 0.7364, -0.7928], [0.4880, -1.6198, 1.8080], [1.6096, -0.3063, 1.3522], [0.0667, 0.0549, 2.1678], [-1.6629, 1.0896, 0.4857], [-1.8004, 0.5558, -1.2255], [-0.9864, 2.1027, -0.8044], [1.7115, -0.8944, -0.9404], [0.2396, -0.9814, -2.0279]],
  "forces_ev_per_angstrom": [[-0.04, 0.06, 0.01], [0.24, -0.24, 0.18], [-0.30, 0.34, -0.09], [0.05, -0.15, -0.06], [-0.01, 0.15, -0.03], [0.00, 0.13, -0.07], [-0.12, -0.05, -0.03], [0.05, -0.11, -0.09], [0.11, -0.08, -0.15], [0.10, 0.05, 0.13], [0.00, -0.14, 0.04], [-0.14, -0.01, 0.01], [0.06, 0.06, 0.15]],
  "largest_force_ev_per_a": 0.465,
  "total_charge": 0,
  "homo_ev": -7.77,
  "energy_ev": -6319.26907,
  "relative_energy_kcal_mol": 136.0,
  "e_lumo_ev": 1.02
}